Density functional theory data (wB97M-V/def2-TZVPD) for C7H10N2O4 in the gas phase in a non-equilibrium geometry.

Structure (SMILES) = O=c1ccn(COCCO)c(=O)[nH]1
Kohn-Sham gap = 9.951 eV
E_LUMO = 0.0029 Ha
Energy = -683.172191 Eh
Relative energy (zero: lowest compared OMol25 entry of this formula, charge and spin) = 1.122 eV

Atoms and positions in Å:
1 O -2.965 -2.977 -0.672
2 O 2.325 3.244 -0.937
3 O -1.482 -1.259 0.759
4 H 0.229 -1.495 1.986
5 H -0.328 -2.355 -0.464
6 H -0.563 -0.642 -0.995
7 C 1.594 2.302 -0.578
8 H -0.529 3.288 -0.330
9 H -0.983 -0.493 2.541
10 H 2.849 0.631 -0.836
11 H -2.393 -1.893 -2.278
12 C 1.468 0.035 0.313
13 C -0.379 -0.784 1.591
14 N 1.945 0.953 -0.509
15 N 0.362 0.363 1.025
16 C -1.044 -1.559 -0.525
17 O 2.019 -1.074 0.420
18 H -1.475 1.334 0.650
19 C -0.407 1.461 0.573
20 C -2.394 -1.778 -1.166
21 C 0.117 2.467 -0.192
22 H -2.893 -3.009 0.215
23 H -2.971 -0.916 -0.750